(1)
The following is a quantum chemistry calculation of 3 unconnected molecules or ions with the total composition C3H11NO2 in a non-equilibrium geometry, from OMol25.

Results
HOMO (eV): -7.753
Structure (SMILES): C=CNC.O.O
E (Eh): -326.07689
ΔE to the lowest compared entry with this formula, charge and spin (kcal/mol): 34.26
HOMO-LUMO gap (eV): 8.38
Strongest force on any atom (eV/A): 2.63

The geometry in ORCA input format:
```
! wB97M-V def2-TZVPD RIJCOSX def2/J DEFGRID3
* xyz 0 1
C -1.686 0.754 -1.344
C -1.222 0.301 -0.170
N -0.612 1.128 0.756
C 0.009 0.648 1.962
H -1.557 1.769 -1.706
H -2.171 0.035 -1.997
H -1.644 -0.590 0.280
H -0.433 2.013 0.314
H 0.062 1.287 2.837
H -0.307 -0.346 2.260
H 1.062 0.485 1.661
O 1.194 -1.843 0.533
H 2.129 -1.842 0.271
H 1.189 -2.468 1.279
O 1.398 -0.434 -1.829
H 1.879 -0.077 -1.097
H 0.591 0.081 -1.875
*
```

***

(2)
The following is a quantum chemistry calculation of 2 unconnected molecules or ions with the total composition C2Cl4OS in a non-equilibrium geometry, from OMol25.

Results
HOMO (spin up / spin down) (eV): -10.797 / -10.813
E (Eh): -2390.24205
ΔE to the lowest compared entry with this formula, charge and spin (kcal/mol): 79.43
HOMO-LUMO gap (spin up / spin down) (eV): 7.51 / 7.60
Strongest force on any atom (eV/A): 3.06

The geometry in ORCA input format:
```
! wB97M-V def2-TZVPD RIJCOSX def2/J DEFGRID3
* xyz 0 1
C 0.051 0.269 0.220
C 1.214 0.124 -0.362
O -1.172 -1.756 1.266
S -1.484 -0.462 0.652
Cl -0.918 2.612 0.771
Cl 2.425 1.447 -0.281
Cl 1.703 -1.422 -0.932
Cl -1.819 -0.812 -1.335
*
```

***

(3)
The following is a quantum chemistry calculation of CH3INOP in the gas phase in a non-equilibrium geometry, from OMol25.

Results
HOMO (eV): -9.693
Structure (SMILES): O=C(I)NP
E (Eh): -808.93592
ΔE to the lowest compared entry with this formula, charge and spin (kcal/mol): 6.42
HOMO-LUMO gap (eV): 10.01
Strongest force on any atom (eV/A): 2.65

The geometry in ORCA input format:
```
! wB97M-V def2-TZVPD RIJCOSX def2/J DEFGRID3
* xyz 0 1
O 0.983 -1.320 0.587
C 1.007 -0.231 0.122
I 2.880 0.828 0.131
N 0.039 0.561 -0.376
P -1.720 0.065 -0.287
H 0.388 1.375 -0.990
H -2.096 0.115 1.127
H -1.481 -1.393 -0.315
*
```

***

(4)
The following is a quantum chemistry calculation of 4 unconnected molecules or ions with the total composition C4H16O3S in a non-equilibrium geometry, from OMol25.

Results
HOMO (eV): -8.694
Structure (SMILES): CCCSC.O.O.O
E (Eh): -785.86993
ΔE to the lowest compared entry with this formula, charge and spin (kcal/mol): 20.38
HOMO-LUMO gap (eV): 9.23
Strongest force on any atom (eV/A): 1.61

The geometry in ORCA input format:
```
! wB97M-V def2-TZVPD RIJCOSX def2/J DEFGRID3
* xyz 0 1
C 2.525 0.110 0.943
C 2.238 0.339 -0.528
C 0.958 -0.410 -1.047
S -0.306 -0.597 0.225
C -1.800 -1.243 -0.599
H 3.216 0.838 1.381
H 1.651 0.344 1.563
H 2.834 -0.903 1.204
H 3.117 -0.062 -1.041
H 2.109 1.395 -0.715
H 1.212 -1.435 -1.317
H 0.571 0.249 -1.810
H -2.513 -0.431 -0.714
H -1.516 -1.735 -1.529
H -2.221 -1.987 0.073
O -3.896 3.836 -2.660
H -3.132 3.358 -2.364
H -4.562 3.795 -1.959
O 2.955 -4.185 3.813
H 3.667 -3.954 4.407
H 2.550 -3.386 3.493
O -1.787 2.354 -0.447
H -1.210 2.999 -0.868
H -1.623 1.482 -0.818
*
```

***

(5)
The following is a quantum chemistry calculation of C24H26N4O5 in the gas phase, from OMol25.

Results
HOMO (eV): -9.007
Structure (SMILES): CCOC(=O)N1CCN(C(=O)c2ccc3c(=O)n(CCc4ccccc4)c(=O)[nH]c3c2)CC1
E (Eh): -1525.50392
ΔE to the lowest compared entry with this formula, charge and spin (kcal/mol): 3.98
HOMO-LUMO gap (eV): 9.15
Strongest force on any atom (eV/A): 0.69

The geometry in ORCA input format:
```
! wB97M-V def2-TZVPD RIJCOSX def2/J DEFGRID3
* xyz 0 1
C -1.221 -7.515 -3.543
C -1.860 -6.625 -2.488
O -1.785 -5.244 -2.846
C -0.612 -4.631 -2.580
O 0.325 -5.146 -2.019
N -0.618 -3.353 -3.030
C 0.493 -2.481 -2.726
C -0.011 -1.196 -2.075
N -0.965 -0.544 -2.956
C -1.504 0.669 -2.692
O -2.376 1.169 -3.374
C -0.930 1.365 -1.492
C 0.253 2.098 -1.612
C 0.763 2.760 -0.518
C 0.105 2.701 0.709
C 0.679 3.363 1.884
O 1.677 4.049 1.848
N -0.002 3.141 3.076
C 0.668 3.522 4.312
C 1.401 2.303 4.902
C 2.226 1.653 3.828
C 3.502 2.114 3.532
C 4.208 1.591 2.464
C 3.644 0.605 1.672
C 2.378 0.130 1.965
C 1.677 0.649 3.039
C -1.190 2.452 3.208
O -1.753 2.300 4.267
N -1.713 1.940 2.044
C -1.087 1.981 0.823
C -1.604 1.315 -0.286
C -1.481 -1.329 -4.059
C -1.807 -2.743 -3.597
H -1.683 -7.343 -4.513
H -1.352 -8.558 -3.267
H -0.158 -7.299 -3.612
H -1.362 -6.769 -1.523
H -2.928 -6.829 -2.391
H 1.154 -3.021 -2.045
H 1.053 -2.247 -3.638
H 0.833 -0.530 -1.874
H -0.489 -1.439 -1.117
H 0.755 2.146 -2.566
H 1.677 3.330 -0.575
H 1.378 4.309 4.056
H -0.080 3.894 5.014
H 0.659 1.602 5.289
H 2.028 2.643 5.727
H 3.938 2.896 4.135
H 5.197 1.963 2.241
H 4.191 0.207 0.830
H 1.933 -0.643 1.354
H 0.689 0.272 3.268
H -2.591 1.447 2.138
H -2.530 0.764 -0.202
H -0.750 -1.357 -4.875
H -2.381 -0.825 -4.418
H -2.608 -2.717 -2.848
H -2.158 -3.344 -4.441
*
```

***

(6)
The following is a quantum chemistry calculation of a molecular structure, C32H50MnN9O5P2S, from OMol25.

Results
HOMO (spin up / spin down) (eV): -9.839 / -10.532
Expectation value of S²: 8.753
E (Eh): -4350.32929
ΔE to the lowest compared entry with this formula, charge and spin (kcal/mol): 3.06
HOMO-LUMO gap (spin up / spin down) (eV): 8.14 / 8.83
Strongest force on any atom (eV/A): 0.88

The geometry in ORCA input format:
```
! wB97M-V def2-TZVPD RIJCOSX def2/J DEFGRID3
* xyz 1 6
Mn -0.837 -0.283 0.326
C -4.205 -3.694 -1.392
N -4.271 -2.351 -1.945
C -5.572 -2.020 -2.521
C -3.460 -1.398 -1.383
N -2.705 -1.575 -0.363
N -3.471 -0.181 -2.061
C -2.987 1.029 -1.585
N -3.084 2.034 -2.515
N -2.502 1.143 -0.411
H -4.724 -4.370 -2.069
H -4.680 -3.761 -0.406
H -3.171 -4.026 -1.308
H -5.761 -2.660 -3.382
H -5.614 -0.985 -2.840
H -6.369 -2.176 -1.788
H -2.893 -2.464 0.087
H -3.617 -0.245 -3.054
H -3.787 1.970 -3.234
H -2.915 2.967 -2.179
H -2.236 2.096 -0.185
C -0.135 -3.627 -1.499
P -0.001 -2.893 0.172
C 1.625 -3.564 0.698
C -1.133 -3.927 1.210
C -1.252 -5.300 0.983
C -2.088 -6.087 1.756
C -2.821 -5.510 2.785
C -2.704 -4.153 3.031
C -1.871 -3.344 2.258
P -1.696 -1.540 2.592
C -3.393 -0.958 2.933
C -1.006 -1.534 4.288
H -0.091 -4.715 -1.513
H 0.699 -3.235 -2.084
H -1.050 -3.283 -1.980
H 1.683 -4.642 0.535
H 1.784 -3.366 1.759
H 2.419 -3.077 0.130
H -0.680 -5.771 0.193
H -2.165 -7.148 1.561
H -3.474 -6.118 3.397
H -3.270 -3.715 3.844
H -3.948 -1.638 3.579
H -3.929 -0.813 1.996
H -3.301 0.012 3.427
H -1.658 -2.075 4.975
H -0.923 -0.499 4.625
H -0.019 -2.000 4.313
N 2.799 2.347 2.610
C 3.458 1.013 2.558
C 2.776 0.101 1.548
N 1.376 -0.230 1.820
H 3.364 3.021 3.121
H 1.846 2.310 3.069
H 2.618 2.730 1.663
H 3.417 0.588 3.561
H 4.500 1.161 2.275
H 3.356 -0.822 1.506
H 2.844 0.556 0.558
H 0.853 0.599 2.101
H 1.309 -0.860 2.614
C -1.173 3.815 2.401
S -1.003 2.261 3.220
O -2.057 2.151 4.195
O 0.348 2.257 3.810
O -1.092 1.243 2.158
H -1.065 4.604 3.142
H -2.170 3.853 1.967
H -0.401 3.887 1.635
O -0.186 -0.349 -1.869
C 0.581 0.604 -1.667
N 1.669 0.910 -2.418
C 2.283 2.138 -1.939
C 1.408 2.364 -0.669
O 1.624 3.273 0.130
N 0.432 1.443 -0.590
C 3.726 1.946 -1.495
C 4.367 0.721 -1.623
C 5.660 0.545 -1.142
C 6.322 1.593 -0.524
C 5.690 2.826 -0.404
C 4.404 3.004 -0.889
C 2.090 3.274 -2.942
C 0.821 3.824 -3.113
C 0.602 4.812 -4.057
C 1.651 5.262 -4.849
C 2.913 4.714 -4.690
C 3.133 3.725 -3.740
H 1.758 0.572 -3.362
H 3.853 -0.109 -2.088
H 6.149 -0.414 -1.258
H 7.329 1.459 -0.152
H 6.208 3.659 0.055
H 3.920 3.968 -0.803
H -0.002 3.475 -2.499
H -0.386 5.239 -4.175
H 1.484 6.038 -5.584
H 3.734 5.057 -5.306
H 4.124 3.307 -3.623
*
```

***

- Among the records above, which one has the lowest strongest force on any atom?
  C24H26N4O5

***

- Which formula does entry 4 have?
  C4H16O3S

***

Please write out number 5 again, unchanged.
The following is a quantum chemistry calculation of C24H26N4O5 in the gas phase, from OMol25.

Results
HOMO (eV): -9.007
Structure (SMILES): CCOC(=O)N1CCN(C(=O)c2ccc3c(=O)n(CCc4ccccc4)c(=O)[nH]c3c2)CC1
E (Eh): -1525.50392
ΔE to the lowest compared entry with this formula, charge and spin (kcal/mol): 3.98
HOMO-LUMO gap (eV): 9.15
Strongest force on any atom (eV/A): 0.69

The geometry in ORCA input format:
```
! wB97M-V def2-TZVPD RIJCOSX def2/J DEFGRID3
* xyz 0 1
C -1.221 -7.515 -3.543
C -1.860 -6.625 -2.488
O -1.785 -5.244 -2.846
C -0.612 -4.631 -2.580
O 0.325 -5.146 -2.019
N -0.618 -3.353 -3.030
C 0.493 -2.481 -2.726
C -0.011 -1.196 -2.075
N -0.965 -0.544 -2.956
C -1.504 0.669 -2.692
O -2.376 1.169 -3.374
C -0.930 1.365 -1.492
C 0.253 2.098 -1.612
C 0.763 2.760 -0.518
C 0.105 2.701 0.709
C 0.679 3.363 1.884
O 1.677 4.049 1.848
N -0.002 3.141 3.076
C 0.668 3.522 4.312
C 1.401 2.303 4.902
C 2.226 1.653 3.828
C 3.502 2.114 3.532
C 4.208 1.591 2.464
C 3.644 0.605 1.672
C 2.378 0.130 1.965
C 1.677 0.649 3.039
C -1.190 2.452 3.208
O -1.753 2.300 4.267
N -1.713 1.940 2.044
C -1.087 1.981 0.823
C -1.604 1.315 -0.286
C -1.481 -1.329 -4.059
C -1.807 -2.743 -3.597
H -1.683 -7.343 -4.513
H -1.352 -8.558 -3.267
H -0.158 -7.299 -3.612
H -1.362 -6.769 -1.523
H -2.928 -6.829 -2.391
H 1.154 -3.021 -2.045
H 1.053 -2.247 -3.638
H 0.833 -0.530 -1.874
H -0.489 -1.439 -1.117
H 0.755 2.146 -2.566
H 1.677 3.330 -0.575
H 1.378 4.309 4.056
H -0.080 3.894 5.014
H 0.659 1.602 5.289
H 2.028 2.643 5.727
H 3.938 2.896 4.135
H 5.197 1.963 2.241
H 4.191 0.207 0.830
H 1.933 -0.643 1.354
H 0.689 0.272 3.268
H -2.591 1.447 2.138
H -2.530 0.764 -0.202
H -0.750 -1.357 -4.875
H -2.381 -0.825 -4.418
H -2.608 -2.717 -2.848
H -2.158 -3.344 -4.441
*
```

***

What did the fifth record say?
The following is a quantum chemistry calculation of C24H26N4O5 in the gas phase, from OMol25.

Results
HOMO (eV): -9.007
Structure (SMILES): CCOC(=O)N1CCN(C(=O)c2ccc3c(=O)n(CCc4ccccc4)c(=O)[nH]c3c2)CC1
E (Eh): -1525.50392
ΔE to the lowest compared entry with this formula, charge and spin (kcal/mol): 3.98
HOMO-LUMO gap (eV): 9.15
Strongest force on any atom (eV/A): 0.69

The geometry in ORCA input format:
```
! wB97M-V def2-TZVPD RIJCOSX def2/J DEFGRID3
* xyz 0 1
C -1.221 -7.515 -3.543
C -1.860 -6.625 -2.488
O -1.785 -5.244 -2.846
C -0.612 -4.631 -2.580
O 0.325 -5.146 -2.019
N -0.618 -3.353 -3.030
C 0.493 -2.481 -2.726
C -0.011 -1.196 -2.075
N -0.965 -0.544 -2.956
C -1.504 0.669 -2.692
O -2.376 1.169 -3.374
C -0.930 1.365 -1.492
C 0.253 2.098 -1.612
C 0.763 2.760 -0.518
C 0.105 2.701 0.709
C 0.679 3.363 1.884
O 1.677 4.049 1.848
N -0.002 3.141 3.076
C 0.668 3.522 4.312
C 1.401 2.303 4.902
C 2.226 1.653 3.828
C 3.502 2.114 3.532
C 4.208 1.591 2.464
C 3.644 0.605 1.672
C 2.378 0.130 1.965
C 1.677 0.649 3.039
C -1.190 2.452 3.208
O -1.753 2.300 4.267
N -1.713 1.940 2.044
C -1.087 1.981 0.823
C -1.604 1.315 -0.286
C -1.481 -1.329 -4.059
C -1.807 -2.743 -3.597
H -1.683 -7.343 -4.513
H -1.352 -8.558 -3.267
H -0.158 -7.299 -3.612
H -1.362 -6.769 -1.523
H -2.928 -6.829 -2.391
H 1.154 -3.021 -2.045
H 1.053 -2.247 -3.638
H 0.833 -0.530 -1.874
H -0.489 -1.439 -1.117
H 0.755 2.146 -2.566
H 1.677 3.330 -0.575
H 1.378 4.309 4.056
H -0.080 3.894 5.014
H 0.659 1.602 5.289
H 2.028 2.643 5.727
H 3.938 2.896 4.135
H 5.197 1.963 2.241
H 4.191 0.207 0.830
H 1.933 -0.643 1.354
H 0.689 0.272 3.268
H -2.591 1.447 2.138
H -2.530 0.764 -0.202
H -0.750 -1.357 -4.875
H -2.381 -0.825 -4.418
H -2.608 -2.717 -2.848
H -2.158 -3.344 -4.441
*
```